{"formula": "C24H26N4O4S", "method": "ωB97M-V/def2-TZVPD", "symbols": ["C", "O", "C", "C", "C", "C", "C", "C", "N", "C", "C", "O", "N", "C", "C", "C", "C", "C", "C", "C", "C", "C", "O", "C", "C", "C", "O", "N", "C", "N", "C", "C", "S", "H", "H", "H", "H", "H", "H", "H", "H", "H", "H", "H", "H", "H", "H", "H", "H", "H", "H", "H", "H", "H", "H", "H", "H", "H", "H"], "coordinates": [[0.390795, 2.227732, -0.423077], [1.216801, 1.163090, -0.007925], [2.565918, 1.328267, -0.083126], [3.198800, 2.402189, -0.698547], [4.580649, 2.467670, -0.748896], [5.356229, 1.470932, -0.187305], [4.737968, 0.403757, 0.439818], [3.356182, 0.321114, 0.492755], [2.749208, -0.746151, 1.210165], [2.651025, -0.551348, 2.653216], [1.289232, 0.079739, 2.980904], [1.143490, 1.270842, 3.158970], [0.304533, -0.836946, 3.035017], [-1.089430, -0.467897, 2.962865], [-1.585621, -0.658113, 1.522368], [-2.979042, -0.149153, 1.305434], [-3.233388, 1.217926, 1.299801], [-4.511383, 1.697611, 1.079195], [-5.556869, 0.815069, 0.861550], [-5.316070, -0.548049, 0.872408], [-4.035473, -1.025314, 1.094304], [2.181911, -1.832502, 0.645349], [1.581829, -2.662485, 1.313901], [2.331928, -1.976904, -0.854659], [1.002770, -1.624552, -1.528569], [1.136498, -1.624675, -3.027465], [2.152626, -1.897985, -3.621701], [0.018957, -1.274947, -3.757465], [-1.245997, -0.879963, -3.423605], [-2.105798, -0.578912, -4.338660], [-3.295316, -0.205622, -3.811287], [-3.366554, -0.213181, -2.458371], [-1.862807, -0.719193, -1.784023], [0.594281, 3.131358, 0.156749], [0.510388, 2.435335, -1.491629], [-0.631857, 1.902377, -0.237219], [2.620578, 3.198573, -1.138390], [5.049672, 3.311100, -1.232186], [6.432480, 1.525093, -0.229067], [5.321738, -0.381174, 0.897004], [2.748610, -1.522639, 3.144287], [3.451531, 0.118688, 2.968486], [0.535444, -1.771304, 2.706588], [-1.169024, 0.578712, 3.263804], [-1.667924, -1.086495, 3.654388], [-0.891762, -0.120276, 0.872770], [-1.529686, -1.718641, 1.268254], [-2.421196, 1.910270, 1.470060], [-4.693676, 2.762391, 1.073725], [-6.554573, 1.188850, 0.684117], [-6.126974, -1.241957, 0.704175], [-3.852641, -2.090409, 1.095418], [2.580246, -3.016092, -1.076173], [3.123966, -1.337706, -1.242483], [0.679919, -0.633912, -1.200806], [0.234207, -2.341205, -1.228732], [0.165550, -1.298971, -4.763165], [-4.090322, 0.067444, -4.480202], [-4.182572, 0.038545, -1.813113]], "forces_ev_per_angstrom": [[-0.178, 0.244, -0.085], [0.417, -0.215, 0.125], [0.099, -0.146, 0.076], [-0.274, 0.046, -0.030], [0.059, -0.054, 0.031], [0.098, 0.039, 0.002], [-0.190, 0.068, -0.081], [0.003, 0.231, -0.238], [0.257, 0.307, 0.303], [-0.246, 0.004, 0.242], [0.495, -0.350, 0.185], [-0.027, 0.429, -0.041], [-0.330, -0.429, 0.088], [-0.061, 0.117, -0.108], [0.022, 0.122, 0.319], [0.048, -0.117, -0.053], [-0.009, -0.003, -0.008], [-0.010, 0.112, -0.010], [-0.112, -0.002, -0.033], [-0.132, -0.025, -0.016], [0.018, 0.005, 0.003], [0.178, -0.182, -0.523], [-0.151, -0.324, 0.047], [-0.178, -0.002, -0.063], [0.359, -0.098, 0.078], [-0.291, 0.096, 0.087], [0.261, -0.105, 0.032], [0.434, -0.150, -0.717], [-0.629, 0.196, 1.014], [0.732, -0.228, -0.689], [-0.367, 0.110, 0.699], [0.070, -0.009, -0.129], [-0.065, 0.014, -0.694], [0.016, -0.016, -0.009], [-0.013, -0.010, 0.053], [0.042, 0.037, -0.042], [-0.090, 0.049, -0.037], [0.035, 0.074, -0.048], [0.102, 0.006, -0.007], [0.034, -0.102, 0.055], [0.025, 0.101, -0.035], [-0.154, -0.071, -0.014], [0.142, 0.197, 0.044], [-0.061, -0.124, 0.021], [-0.023, 0.116, -0.025], [0.064, -0.052, -0.019], [0.050, -0.008, -0.083], [0.119, 0.091, 0.028], [-0.010, 0.083, 0.001], [-0.075, 0.028, -0.006], [-0.061, -0.052, -0.009], [0.045, -0.116, -0.008], [0.050, 0.079, 0.087], [-0.049, -0.116, -0.033], [-0.040, -0.051, -0.033], [-0.032, 0.017, 0.003], [0.029, -0.002, 0.194], [-0.201, 0.067, -0.048], [-0.243, 0.075, 0.152]], "smiles": "COc1ccccc1N(CC(=O)NCCc1ccccc1)C(=O)CCC(=O)Nc1nccs1", "relative_energy_kcal_mol": 23.2, "e_lumo_ev": 0.59, "orbital_gap_ev": 9.22}



{"formula": "CH2O3S", "method": "ωB97M-V/def2-TZVPD", "symbols": ["C", "O", "O", "O", "S", "H", "H"], "coordinates": [[0.302470, -0.417099, 0.845001], [2.888258, -0.908548, 0.099323], [2.147491, 1.387610, -0.050698], [-0.505732, 0.633870, 0.712909], [1.847967, 0.038873, 0.071491], [1.110805, -0.659368, -1.106679], [-1.398687, 0.558784, 0.899857]], "forces_ev_per_angstrom": [[0.794, 1.818, 1.398], [1.547, -1.225, 1.836], [-0.210, 3.047, 0.515], [2.322, 0.081, -0.572], [-2.934, -5.431, -4.681], [1.307, 2.314, 0.767], [-2.826, -0.603, 0.737]], "multiplicity": 3, "relative_energy_kcal_mol": 128.6, "e_lumo_ev": [0.31, -2.72], "orbital_gap_ev": [8.84, 8.15]}



{"formula": "C4H8NO", "method": "ωB97M-V/def2-TZVPD", "symbols": ["C", "C", "C", "C", "N", "O", "H", "H", "H", "H", "H", "H", "H", "H"], "coordinates": [[1.636118, 0.507070, -0.093480], [-0.732517, 0.031270, 1.242312], [-0.887251, -0.208378, -1.306964], [-0.357708, 0.498640, -0.105196], [2.230394, -0.444729, 0.368946], [2.702791, -1.410228, 0.840510], [2.097892, 1.423216, -0.578978], [-0.585959, 0.577244, 2.185006], [-0.466226, -1.056849, 1.357758], [-1.884322, -0.186331, 1.188496], [-1.990728, -0.362054, -1.135142], [-0.765985, 0.219743, -2.289234], [-0.638337, -1.183786, -1.503310], [-0.358157, 1.595173, -0.170725]], "forces_ev_per_angstrom": [[-0.283, 0.437, -0.643], [-2.569, -2.946, 0.398], [-1.803, 1.108, 0.112], [1.047, 1.145, 0.379], [0.402, -0.734, 0.271], [-1.017, 1.700, -0.758], [-0.463, -1.361, 0.762], [0.467, 0.188, -0.847], [0.282, 0.948, 0.159], [1.701, 0.867, -0.009], [0.780, 0.685, -0.045], [0.131, 1.010, 0.067], [1.327, -2.661, 0.404], [-0.001, -0.386, -0.250]], "total_charge": 1, "relative_energy_kcal_mol": 115.1, "e_lumo_ev": -6.91, "orbital_gap_ev": 9.33}



{"formula": "C4H11BrFeNO", "method": "ωB97M-V/def2-TZVPD", "symbols": ["Fe", "Br", "C", "C", "C", "O", "C", "N", "H", "H", "H", "H", "H", "H", "H", "H", "H", "H", "H"], "coordinates": [[0.247924, 0.494551, -2.054540], [-1.639113, 2.301377, -1.614945], [0.772055, 1.535221, 1.111340], [1.078811, 0.108990, 0.676333], [-0.118282, -0.786986, 0.610295], [-0.897226, -0.461477, -0.581908], [-2.110623, -1.243294, -0.761157], [1.742465, 0.037151, -0.664045], [-0.171418, 1.915555, 0.711963], [1.568438, 2.200972, 0.778688], [0.709692, 1.574879, 2.199372], [1.745929, -0.364629, 1.416257], [-0.736209, -0.723045, 1.510402], [0.216595, -1.826700, 0.503976], [-1.843752, -2.254538, -1.067139], [-2.695919, -0.771540, -1.544238], [-2.656271, -1.269753, 0.178513], [2.085165, -0.983611, -0.816098], [2.701736, 0.516876, -0.593071]], "forces_ev_per_angstrom": [[0.557, -0.148, -1.034], [-0.876, 0.422, 0.087], [0.068, 0.096, -0.139], [0.371, -0.148, 0.504], [-0.367, -0.925, -0.145], [0.268, 0.652, 0.708], [0.180, -0.244, -0.148], [2.918, -2.030, 0.694], [0.168, -0.087, 0.003], [-0.054, 0.097, 0.121], [0.024, -0.017, -0.035], [-0.103, 0.271, -0.207], [-0.049, 0.175, -0.200], [-0.190, 0.032, -0.036], [0.065, 0.045, -0.005], [0.041, 0.051, 0.028], [-0.001, 0.154, 0.054], [-0.941, 1.798, 0.277], [-2.079, -0.194, -0.527]], "total_charge": 1, "multiplicity": 9, "relative_energy_kcal_mol": 2.0, "e_lumo_ev": [-2.95, -8.27], "orbital_gap_ev": [4.75, 7.26]}